No. 1
Density functional theory data (ωB97M-V/def2-TZVPD) for a cluster of 2 separate species, C3H6BrP in total in a non-equilibrium geometry.

```
11
Properties=species:S:1:pos:R:3:forces:R:3:nbo_charge:R:1
C 0.654 -0.034 1.018 -1.007 -1.227 -0.431 -0.45
C -0.382 -1.131 0.672 -0.903 -1.272 1.995 -0.47
C 0.026 -0.166 -0.313 2.807 0.816 -4.719 -0.41
P -1.073 1.166 -0.866 -0.219 0.120 1.663 0.55
Br 0.409 2.748 -1.251 0.193 0.155 -0.291 -0.22
H 0.176 0.766 1.490 0.056 1.313 1.343 0.21
H 1.686 -0.291 1.235 -0.332 0.088 -0.150 0.24
H 0.067 -2.087 0.604 0.447 -0.859 -0.265 0.23
H -1.413 -1.278 1.175 1.655 1.015 -1.090 0.24
H 1.175 -0.427 -1.632 -2.729 0.167 3.139 0.12
H -1.326 0.734 -2.131 0.032 -0.316 -1.195 -0.04
```
Positions in Å, forces in eV/Å.

Values from the calculation:
Kohn-Sham gap = 9.19 eV
ΔE to the lowest compared entry with this formula, charge and spin = 263.0 kJ/mol
E_HOMO = -9.0 eV
lowest unoccupied orbital energy = 0.22 eV
F_max = 0.10795 Eh/bohr

No. 2
Density functional theory data (ωB97M-V/def2-TZVPD) for a cluster of 8 separate species, H16O8 in total in a non-equilibrium geometry.

```
24
Properties=species:S:1:pos:R:3:forces:R:3:nbo_charge:R:1
O 0.209 -0.373 -0.123 -3.220 -7.659 -5.104 -0.87
H 0.661 0.341 0.196 3.518 5.242 2.546 0.55
H 0.564 -0.815 -1.049 -0.817 2.155 2.739 0.58
H -0.820 -0.473 -0.143 1.274 1.515 0.841 0.55
O 1.801 1.378 1.089 1.371 -1.239 -1.894 -1.29
H 2.699 1.119 0.669 -2.240 0.659 1.426 0.42
O -0.034 0.376 2.849 -2.210 -0.588 1.049 -0.98
H 0.591 0.649 2.176 0.909 0.853 -0.842 0.51
H -0.961 0.646 2.647 1.610 -0.149 0.063 0.44
O -2.325 -0.004 0.287 0.511 1.800 0.101 -1.00
H -2.754 -0.868 0.242 -0.463 0.082 1.331 0.53
H -2.467 0.637 1.059 -0.184 -2.222 -1.637 0.52
O 1.088 3.755 -0.013 -0.143 3.821 -3.251 -0.97
H 0.489 4.184 0.554 -1.016 0.775 1.083 0.45
H 1.262 2.947 0.340 1.246 -4.540 2.179 0.50
O 2.457 -0.333 -1.754 0.121 -1.105 -0.253 -1.01
H 2.875 0.466 -1.316 -0.154 -2.090 -0.433 0.53
H 2.894 -1.252 -1.742 -0.128 2.956 0.559 0.50
O -2.252 -2.707 0.808 -0.120 0.342 -0.170 -1.01
H -1.260 -2.728 0.893 -1.769 -0.991 -0.335 0.52
H -2.775 -3.486 0.496 1.818 0.620 0.444 0.51
O -0.517 -1.206 -2.427 -5.108 0.996 6.723 -0.94
H -0.003 -1.346 -3.093 4.466 -1.121 -6.857 0.48
H -1.412 -0.910 -2.653 0.725 -0.112 -0.308 0.50
```
Positions in Å, forces in eV/Å.

Values from the calculation:
Kohn-Sham gap = 7.90 eV
ΔE to the lowest compared entry with this formula, charge and spin = 557.4 kJ/mol
E_HOMO = -8.2 eV
lowest unoccupied orbital energy = -0.31 eV
F_max = 0.18963 Eh/bohr

No. 3
Density functional theory data (ωB97M-V/def2-TZVPD) for a structure of composition C47H48GeIOPSSiTi.

```
102
Properties=species:S:1:pos:R:3:forces:R:3:mulliken_spin:R:1
Ti -0.204 -0.346 0.024 -0.013 0.018 -0.185 0.94
I 2.338 -0.159 1.727 -0.107 0.031 -0.028 0.00
C 3.329 1.658 1.357 0.059 0.128 0.091 0.00
C 3.723 2.310 2.494 -0.067 -0.017 0.141 -0.01
C 4.696 3.328 2.446 0.036 0.042 0.057 0.00
C 5.329 3.597 1.272 0.023 0.054 0.025 0.00
C 4.939 2.940 0.080 0.011 0.000 -0.002 0.00
C 5.655 3.167 -1.120 0.095 0.076 0.021 0.00
C 5.310 2.535 -2.276 -0.051 -0.041 -0.083 0.00
C 4.138 1.754 -2.306 0.088 0.068 0.234 0.00
C 3.391 1.539 -1.172 0.182 -0.051 -0.164 -0.01
P 1.648 1.080 -1.412 -0.359 -0.245 0.125 0.15
C 0.999 2.696 -1.955 0.035 0.098 -0.072 0.00
C 1.345 3.334 -3.149 0.115 -0.008 -0.092 0.00
C 0.871 4.605 -3.431 -0.020 0.037 0.008 0.00
C 0.074 5.277 -2.507 0.033 0.038 -0.116 0.00
C -0.237 4.675 -1.299 -0.058 -0.039 0.043 0.00
C 0.219 3.390 -1.029 0.008 0.056 -0.295 -0.01
C 1.685 -0.132 -2.771 0.058 0.057 -0.085 -0.02
C 1.388 0.095 -4.114 -0.151 0.181 -0.029 0.00
C 1.446 -0.946 -5.031 0.007 -0.014 -0.049 0.00
C 1.808 -2.222 -4.622 0.014 -0.001 -0.062 0.00
C 2.105 -2.459 -3.289 0.066 -0.012 0.048 0.02
C 2.035 -1.425 -2.368 0.062 0.044 -0.292 0.05
C 3.850 2.027 0.088 0.077 -0.008 -0.138 0.01
H 3.326 2.011 3.457 0.004 -0.013 -0.060 0.00
H 4.979 3.835 3.361 -0.022 -0.028 -0.064 0.00
H 6.143 4.312 1.227 -0.052 -0.056 0.014 0.00
H 6.505 3.843 -1.088 -0.076 -0.060 -0.020 0.00
H 5.885 2.679 -3.182 -0.019 -0.010 0.050 0.00
H 3.801 1.360 -3.254 -0.049 -0.068 -0.098 0.00
H 2.020 2.860 -3.856 -0.119 0.056 0.121 0.00
H 1.142 5.085 -4.365 -0.020 -0.028 0.067 0.00
H -0.284 6.277 -2.723 0.027 -0.061 0.003 0.00
H -0.836 5.201 -0.565 0.035 -0.032 -0.032 0.00
H -0.031 2.935 -0.085 -0.040 -0.149 0.241 0.01
H 1.103 1.086 -4.457 0.039 -0.182 0.064 0.00
H 1.218 -0.756 -6.073 0.004 -0.011 0.058 0.00
H 1.855 -3.030 -5.341 -0.001 0.035 0.024 0.00
H 2.387 -3.454 -2.960 -0.020 0.074 -0.025 0.00
H 2.291 -1.621 -1.339 0.046 -0.028 0.278 -0.04
C 2.773 -3.928 3.959 -0.006 0.016 0.026 0.00
C 2.455 -3.889 2.611 0.064 -0.056 -0.012 0.00
C 1.368 -3.137 2.177 -0.023 -0.080 -0.009 -0.01
C 0.572 -2.415 3.068 -0.048 -0.007 0.172 -0.03
C 0.913 -2.468 4.423 0.011 -0.041 0.074 0.00
C 1.997 -3.213 4.866 0.013 0.006 -0.026 0.00
Ge -0.941 -1.321 2.396 0.100 0.141 -0.009 0.01
C -2.576 -2.221 2.985 -0.006 0.022 0.027 0.02
C -2.579 -3.559 3.369 0.010 -0.110 -0.024 0.00
C -3.749 -4.176 3.800 -0.015 0.007 -0.005 0.00
C -4.933 -3.455 3.859 -0.007 0.044 -0.020 0.00
C -4.942 -2.114 3.490 -0.010 -0.058 0.007 0.00
C -3.772 -1.506 3.059 -0.034 0.030 -0.010 0.01
C -0.983 0.375 3.434 -0.049 -0.007 0.009 -0.07
C -0.884 1.585 2.748 0.059 0.064 0.132 0.01
C -0.904 2.815 3.391 0.005 0.020 0.050 0.01
C -1.036 2.858 4.772 -0.008 -0.041 0.011 0.00
C -1.168 1.669 5.481 0.002 0.027 -0.037 0.00
C -1.149 0.448 4.818 -0.051 -0.024 0.113 0.00
H 3.619 -4.511 4.307 -0.062 0.040 -0.040 0.00
H 3.052 -4.442 1.893 -0.046 0.041 0.059 0.00
H 1.140 -3.115 1.115 -0.068 -0.045 -0.046 0.02
H 0.334 -1.917 5.156 -0.001 -0.024 -0.069 0.00
H 2.239 -3.236 5.923 -0.016 0.000 -0.072 0.00
H -1.660 -4.136 3.342 -0.013 0.037 -0.002 0.00
H -3.731 -5.218 4.097 -0.005 0.034 -0.011 0.00
H -5.846 -3.931 4.198 0.049 0.018 -0.014 0.00
H -5.861 -1.542 3.544 0.030 -0.028 0.003 0.00
H -3.796 -0.454 2.786 0.032 -0.040 0.015 0.00
H -0.801 1.591 1.664 0.024 -0.025 -0.250 0.03
H -0.822 3.734 2.821 -0.002 -0.026 0.025 0.00
H -1.053 3.807 5.293 -0.001 -0.034 -0.031 0.00
H -1.298 1.695 6.557 0.006 -0.002 -0.032 0.00
H -1.298 -0.456 5.400 0.033 0.033 -0.076 0.00
C -3.231 -2.289 -0.409 -0.015 -0.072 0.018 0.00
Si -1.392 -2.536 -0.823 0.006 0.080 0.037 -0.05
C -1.213 -2.543 -2.724 -0.006 -0.193 0.035 -0.04
C -1.003 -4.294 -0.264 0.117 -0.091 -0.057 -0.01
H -3.867 -2.713 -1.195 0.060 0.072 0.031 0.00
H -3.526 -1.252 -0.233 0.069 -0.075 0.024 0.00
H -3.457 -2.818 0.518 -0.016 -0.033 -0.011 0.00
H -2.166 -2.794 -3.199 -0.042 -0.018 0.031 0.00
H -0.495 -3.313 -3.023 -0.096 0.097 0.037 0.00
H -0.865 -1.601 -3.148 0.016 0.101 -0.004 0.02
H -1.717 -4.972 -0.750 0.071 0.063 0.060 0.00
H -1.101 -4.431 0.817 -0.003 0.055 -0.074 0.00
H 0.003 -4.617 -0.558 -0.121 0.061 0.053 0.00
O -1.489 0.533 -1.292 -0.034 0.111 -0.007 -0.03
S -2.418 1.608 -1.875 -0.013 -0.069 0.030 0.00
C -4.005 0.799 -2.246 -0.074 0.007 0.014 0.00
C -4.001 0.407 -3.721 -0.136 0.154 0.066 0.00
C -3.238 1.515 -4.438 0.001 0.083 0.108 0.00
C -1.958 1.700 -3.632 -0.054 0.172 0.022 0.00
H -4.774 1.541 -2.013 0.099 -0.023 -0.051 0.00
H -4.105 -0.035 -1.556 -0.013 0.033 -0.002 0.00
H -5.018 0.296 -4.096 -0.001 -0.005 0.032 0.00
H -3.495 -0.545 -3.845 0.135 -0.186 -0.043 0.00
H -3.826 2.437 -4.447 0.035 -0.033 -0.004 0.00
H -3.003 1.269 -5.473 0.019 -0.034 -0.011 0.00
H -1.420 2.631 -3.807 -0.008 0.008 0.026 0.00
H -1.286 0.856 -3.761 0.156 -0.131 -0.014 0.00
```
Positions in Å, forces in eV/Å.

Values from the calculation:
2S+1 = 2
Kohn-Sham gap (spin up / spin down) = 7.42 / 6.97 eV
ΔE to the lowest compared entry with this formula, charge and spin = 60.6 kJ/mol
net charge = +1
E_HOMO (spin up / spin down) = -9.9 / -9.5 eV
lowest unoccupied orbital energy (spin up / spin down) = -2.50 / -2.50 eV
F_max = 0.00880 Eh/bohr

No. 4
Density functional theory data (ωB97M-V/def2-TZVPD) for a structure of composition C50H55As2F3N7PmS in a non-equilibrium geometry.

```
119
Properties=species:S:1:pos:R:3:forces:R:3:mulliken_spin:R:1
Pm 2.058 0.041 -0.004 -1.736 2.413 -0.874 4.04
N 4.045 -2.136 -3.629 -0.346 2.459 -0.815 0.00
C 3.425 -1.243 -2.834 1.962 -0.487 0.933 0.00
N 3.353 -1.390 -1.483 -0.192 -0.417 -2.752 0.00
C 3.737 -2.658 -0.993 -0.799 2.050 1.747 0.00
N 3.517 -2.897 0.271 0.621 -1.158 0.017 0.00
N 2.883 -1.921 0.959 -1.819 -0.240 2.658 -0.01
C 2.274 -2.265 2.118 1.818 -0.555 -4.402 0.00
C 1.238 -1.473 2.670 -1.237 2.140 1.017 0.00
C 0.482 -2.066 3.693 0.092 1.210 -0.996 0.00
C -0.656 -1.430 4.167 -0.608 0.601 0.781 0.00
C -0.954 -0.189 3.650 -0.481 1.000 0.042 0.00
C -0.099 0.445 2.756 1.229 -0.208 -1.937 0.00
N 0.985 -0.168 2.173 -0.967 -2.077 2.261 0.00
C 4.352 -3.620 -1.836 1.461 -0.871 -0.057 0.00
C 4.677 -4.868 -1.281 0.420 -1.043 -0.334 0.00
C 5.211 -5.879 -2.136 -0.344 2.891 -0.782 0.00
C 5.490 -5.496 -3.499 -0.768 -0.412 0.206 0.00
C 5.137 -4.251 -4.055 0.743 -0.161 1.371 0.00
C 4.690 -3.288 -3.162 -2.406 -0.949 0.219 0.00
H 4.146 -1.808 -4.618 -0.021 -0.831 1.179 0.00
H 3.227 -0.276 -3.329 -0.560 -0.615 0.477 0.00
H 2.350 -3.314 2.362 0.213 -0.154 0.551 0.00
H 0.799 -3.004 4.039 0.230 -1.170 0.519 0.00
H -1.317 -1.746 4.998 0.716 -0.492 -0.803 0.00
H -1.863 0.353 3.957 0.606 -0.292 -0.088 0.00
H -0.275 1.457 2.367 -0.185 -0.442 0.357 0.00
H 4.471 -4.947 -0.180 0.226 -0.495 -1.417 0.00
H 5.378 -6.888 -1.821 0.226 -0.249 0.228 0.00
H 5.867 -6.249 -4.191 -0.036 0.087 0.285 0.00
H 5.191 -3.958 -5.097 0.312 -0.538 -0.056 0.00
C -5.450 0.618 -0.149 -0.123 1.544 -0.039 0.00
C -5.504 -0.673 0.573 0.300 -0.781 1.458 0.00
As -3.944 -1.787 0.190 0.317 -0.096 -0.152 0.00
C -4.612 -2.639 -1.430 1.724 0.256 -0.890 0.00
C -5.552 -3.655 -1.418 0.140 1.626 0.795 0.00
C -5.850 -4.291 -2.571 -0.748 -2.264 -1.201 0.00
C -5.238 -4.050 -3.801 1.240 0.714 0.400 0.00
C -4.222 -3.068 -3.823 -1.305 -0.216 1.605 0.00
C -3.898 -2.382 -2.633 0.168 -0.169 0.102 0.00
C -4.226 -3.265 1.430 0.215 -1.647 0.320 0.00
C -4.801 -3.093 2.700 1.335 0.428 -1.868 0.00
C -4.752 -4.121 3.597 -0.159 -1.461 1.145 0.00
C -4.140 -5.371 3.354 -0.099 0.212 0.278 0.00
C -3.632 -5.569 2.074 0.992 -0.893 -0.335 0.00
C -3.687 -4.555 1.114 -0.706 1.612 0.144 0.00
As -3.966 1.913 0.243 0.025 -0.236 0.207 0.00
C -3.974 2.837 -1.483 0.571 -0.157 -0.071 0.00
C -3.146 2.345 -2.502 0.623 -0.428 0.473 0.00
C -3.373 2.777 -3.802 -1.750 1.100 1.406 0.00
C -4.328 3.800 -4.052 1.295 -1.452 -1.940 0.00
C -5.017 4.383 -3.042 0.498 0.976 0.773 0.00
C -4.790 3.895 -1.762 -1.791 0.896 0.947 0.00
C -4.977 3.235 1.287 -1.398 -0.583 0.509 0.00
C -4.467 4.513 1.282 1.653 -0.817 -0.394 0.00
C -5.026 5.524 2.010 -0.315 2.184 0.491 0.00
C -6.147 5.344 2.820 0.254 -0.791 -0.627 0.00
C -6.719 4.062 2.774 -0.453 0.831 1.038 0.00
C -6.168 3.023 2.025 0.345 0.075 -0.516 0.00
H -6.319 1.219 0.133 -0.163 -0.142 -0.458 0.00
H -5.460 0.455 -1.218 -0.009 0.125 -0.348 0.00
H -6.365 -1.253 0.262 -0.301 -0.063 0.075 0.00
H -5.556 -0.540 1.678 -0.036 0.038 -0.674 0.00
H -6.077 -3.897 -0.504 0.035 -0.156 0.045 0.00
H -6.499 -5.154 -2.419 -0.214 0.200 -0.618 0.00
H -5.392 -4.670 -4.689 -0.312 0.299 0.413 0.00
H -3.732 -2.817 -4.722 0.609 0.085 -0.858 0.00
H -2.994 -1.714 -2.638 -1.190 -0.426 0.090 0.00
H -5.119 -2.087 2.909 -0.588 -0.086 0.634 0.00
H -5.261 -3.981 4.524 -0.069 0.086 0.741 0.00
H -4.028 -6.185 4.143 -0.427 1.369 -1.148 0.00
H -3.097 -6.534 1.864 -0.745 1.006 -0.041 0.00
H -3.381 -4.641 0.071 0.331 -0.598 0.338 0.00
H -2.205 1.730 -2.204 -2.392 0.354 -0.920 0.00
H -2.963 2.281 -4.625 1.101 -0.448 -1.113 0.00
H -4.437 4.056 -5.113 -0.241 0.245 0.531 0.00
H -5.570 5.314 -3.151 -0.234 -0.439 -0.213 0.00
H -5.350 4.393 -0.958 0.196 -0.398 -0.341 0.00
H -3.525 4.593 0.707 -0.611 0.762 0.326 0.00
H -4.644 6.550 1.915 0.158 -0.529 0.120 0.00
H -6.563 6.172 3.425 0.252 -0.750 -0.537 0.00
H -7.613 3.963 3.409 0.326 -0.546 -0.573 0.00
H -6.706 2.077 1.950 0.206 0.130 0.268 0.00
F 0.194 1.116 -3.078 1.442 0.353 -0.321 0.00
C -0.599 1.306 -2.015 -1.600 -0.365 -0.074 0.00
F -0.150 2.374 -1.332 0.972 0.810 -0.223 0.00
F -0.018 0.246 -1.069 1.925 -1.778 1.429 -0.01
C 5.711 -2.093 3.410 -0.078 -0.177 1.138 0.00
C 6.488 -0.802 3.409 1.274 0.909 0.856 0.00
C 5.743 0.444 2.955 -0.644 1.073 0.756 0.00
C 5.350 0.444 1.486 1.324 0.817 -1.257 0.00
N 4.158 1.315 1.265 1.063 -1.213 -2.336 0.00
C 3.952 2.163 0.167 0.239 0.684 0.990 0.00
S 2.457 2.980 0.140 0.116 -0.875 -0.007 -0.01
N 4.860 2.258 -0.791 0.551 -0.067 -0.723 0.00
C 4.788 3.264 -1.913 -1.644 1.355 1.683 0.00
C 5.540 4.606 -1.653 -0.057 0.349 0.021 0.00
C 5.063 5.620 -0.564 -0.800 -0.876 0.717 0.00
C 4.894 7.040 -1.109 0.358 0.920 0.000 0.00
H 6.270 -2.812 4.033 -0.626 0.218 0.041 0.00
H 5.675 -2.570 2.459 -0.219 -0.162 -1.034 0.00
H 4.675 -1.935 3.773 0.547 -0.297 0.086 0.00
H 7.360 -0.919 2.763 0.150 -0.030 -0.106 0.00
H 6.963 -0.588 4.422 -0.874 -0.296 -1.108 0.00
H 6.340 1.386 3.179 -0.696 -1.155 -0.303 0.00
H 4.780 0.561 3.525 0.797 -0.249 -0.116 0.00
H 5.200 -0.536 1.031 -0.437 -0.276 0.482 0.00
H 6.238 0.802 0.882 -0.874 0.126 0.657 0.00
H 3.707 1.620 2.086 -0.653 0.541 1.012 0.00
H 5.695 1.658 -0.784 -0.524 0.582 0.317 0.00
H 3.687 3.478 -2.068 1.255 -0.270 0.145 0.00
H 5.162 2.811 -2.788 0.569 -0.669 -0.927 0.00
H 5.522 5.126 -2.623 -0.005 -0.251 0.199 0.00
H 6.580 4.450 -1.419 0.533 -0.570 -0.315 0.00
H 5.794 5.624 0.320 -1.137 -0.064 -1.194 0.00
H 4.060 5.266 -0.192 0.962 0.415 -0.096 0.00
H 5.864 7.596 -1.141 -0.683 -0.571 -0.299 0.00
H 4.260 7.646 -0.459 0.071 -0.167 0.227 0.00
H 4.382 7.106 -2.090 0.505 -0.353 0.355 0.00
```
Positions in Å, forces in eV/Å.

Values from the calculation:
2S+1 = 5
Kohn-Sham gap (spin up / spin down) = 3.38 / 3.38 eV
ΔE to the lowest compared entry with this formula, charge and spin = 192.2 kJ/mol
net charge = +2
E_HOMO (spin up / spin down) = -10.7 / -10.7 eV
lowest unoccupied orbital energy (spin up / spin down) = -7.29 / -7.28 eV
F_max = 0.09324 Eh/bohr

Electronic energy in Eh, matching the order above: -3033.13638 -611.37030 -6147.92163 -8098.64860